(1)
This record from the OMol25 dataset describes a structure of composition C23H33Br21Cl2F5N3O7PS in a non-equilibrium geometry. The level of theory is wB97M-V/def2-TZVPD.

The geometry in XYZ format:
```
96
Properties=species:S:1:pos:R:3:forces:R:3
Br -3.94722 -6.62723 0.64411 -0.0757 -0.0068 -0.0826
Br 1.04474 5.75025 3.83515 -0.2897 0.2541 1.2829
Br 4.40298 0.38476 -2.15472 0.3396 0.1092 -0.3685
Br 1.16548 10.33884 1.17981 -0.0768 -0.0035 -0.1033
Br -3.27573 -2.46416 -6.34985 -0.0925 -0.1295 0.0457
Br -10.10453 -3.36651 -5.97523 0.0247 0.0510 -0.1200
Br 0.21515 8.72030 4.66171 -0.0097 -0.1924 -0.0622
Br -6.24619 -3.59539 -6.07421 0.1406 0.0179 0.1001
Br 1.49041 -4.32504 -7.10336 -0.0391 -0.1212 0.0510
Br -1.79818 10.89473 0.13335 0.1468 -0.0617 -0.0215
Br -4.63542 -7.96211 -2.17594 -0.0207 0.1228 0.1236
Br -9.86168 -0.77890 -7.83012 -0.0111 -0.1656 0.0186
Br -1.33106 7.23146 2.29993 0.1458 -0.0401 0.0945
Br -9.64704 -3.69470 -9.11708 -0.0233 0.0956 0.1397
Br -6.92629 -6.49700 -0.50372 0.1852 -0.0196 -0.0156
Br 3.46809 0.84275 -5.17084 -0.0159 0.0392 0.2163
Br 2.34667 -7.27884 -6.24315 -0.1229 0.1234 0.0104
Br -0.55685 -6.17309 -5.49325 0.1183 0.0179 -0.0281
Br -4.22349 -3.86584 -3.61868 -0.3097 -0.2461 -0.2788
Br 2.45823 2.81686 -2.86917 0.1004 -0.0940 -0.0074
Br 0.24113 9.20812 -1.65706 -0.0281 0.0758 0.1396
Cl -1.32767 1.02849 2.44917 0.8276 0.0856 -0.0301
Cl 3.64807 0.99424 6.92093 -0.3131 0.1043 -0.7509
S -0.93611 -2.76707 4.77100 -1.9464 0.0110 3.1296
P 2.76169 -0.18272 5.44911 -0.3166 -1.0685 1.2521
F 6.53634 1.41032 3.81257 0.2685 0.5751 0.5186
F 5.55399 -0.36613 3.14777 -0.4053 -0.4059 0.1883
F 4.46294 1.83574 2.44575 -0.6925 -0.4350 -0.5065
F 1.94541 5.48182 -0.29768 0.0218 0.0686 0.3451
F 4.12792 2.59638 4.37922 -0.4852 -0.1333 0.8380
O -1.55114 -3.32114 5.93225 0.4620 -1.2570 0.2316
O 1.17181 0.07069 5.75351 1.3458 0.3399 -0.3186
O -1.45308 -3.67147 3.51782 1.6181 0.9321 0.0987
O -1.29787 -1.39499 4.65389 0.8285 0.3712 -2.1380
O 0.60252 -2.96576 -3.80110 0.7018 -2.4280 -0.9182
O 1.12294 -1.68002 -2.12291 -1.0108 1.0082 0.2779
O 0.34084 1.67140 0.05590 0.5707 0.8156 0.7759
N 2.04796 1.18791 1.74675 -0.4722 2.5980 1.5883
N 2.99827 0.64526 3.82559 -0.9220 0.1398 1.5285
N 0.95137 -0.40250 2.96731 0.8351 -0.6091 -0.9653
C -4.40610 -3.80561 -5.54730 -0.1254 -0.0925 -0.1278
C 1.21383 -1.86029 2.66318 1.8301 -1.1462 1.0828
C -0.39952 7.03079 3.97691 -0.2037 0.2111 -0.0054
C 1.29764 -5.72403 -5.79153 0.0279 0.0828 0.0684
C -2.11573 -1.28410 -3.15586 -0.0915 0.0989 -0.1862
C 5.49366 0.63547 4.06192 -0.5655 -0.4348 -0.2377
C 0.37140 -1.96420 -3.23881 -0.3264 1.3286 0.0403
C 0.73271 -0.44211 -1.49525 0.6811 0.0499 0.6343
C 1.01205 0.70490 0.82184 -1.2487 -1.1467 -0.3532
C 3.89421 1.68482 -3.49180 -0.0155 0.0253 -0.1675
C 0.83342 -3.04441 5.02019 0.7217 -0.8594 -1.3046
C 1.75425 -2.79005 3.78623 -0.3949 -0.2194 -0.0549
C 2.52940 3.60929 1.07230 -1.4740 0.4164 0.9733
C -5.04943 -6.54196 -0.94054 -0.0735 -0.0322 -0.0706
C 1.63422 -0.20207 -0.25691 0.5784 -0.7256 -0.4031
C 0.04670 10.62753 -0.36477 -0.0105 -0.0065 -0.0162
C 0.07957 0.04785 1.88361 -1.3132 -0.0827 -1.5771
C 2.06345 0.48250 2.90789 -1.6735 -0.5813 -2.6631
C -0.72754 -1.06359 -3.80943 -0.3980 0.5569 0.4132
C 1.79186 2.64866 2.07015 1.9097 1.7417 -0.4649
C -10.43393 -2.61815 -7.72355 -0.0068 0.0156 -0.0454
C 4.19107 1.44824 3.70177 2.1711 0.3954 -1.0946
C 1.58385 4.81922 0.87828 0.1562 -0.1679 -0.4863
H 0.94809 0.36448 -2.20346 -0.5874 -0.0004 0.2363
H -0.45321 -0.70570 1.29343 0.3861 -0.6222 0.9564
H 0.90834 -4.11933 5.25670 -0.2155 0.3530 0.0116
H 1.68377 -5.33658 -4.85749 -0.0854 0.0273 -0.0490
H 1.98843 -1.19308 0.06781 -0.1006 0.3877 0.1932
H 0.38497 11.53971 -0.83837 -0.0226 -0.0539 0.0277
H 2.73519 3.12441 0.11243 0.0352 0.1558 0.2510
H 0.72491 2.88887 2.13958 0.1359 -0.6225 -0.3293
H -4.81715 -5.61079 -1.43911 -0.0129 -0.0605 0.0253
H -0.82454 -1.34835 -4.86396 0.2875 -0.1200 0.3519
H -0.82876 -4.41696 3.43390 -0.4913 -0.0875 -0.0515
H 4.75285 2.32217 -3.65918 -0.0441 -0.0372 0.0418
H 2.00470 -1.88379 1.89559 -0.4934 -0.1625 0.1006
H -4.07189 -4.76377 -5.92407 0.0262 0.0516 0.0686
H 1.60835 5.50449 1.75163 0.3411 -0.4289 -1.5816
H -2.32952 -2.34876 -2.95425 0.4329 0.7353 0.0477
H 1.85188 -3.77314 3.29048 0.0026 0.4396 -0.0663
H 0.33876 -2.38889 2.27446 -0.1184 0.8910 0.0216
H 2.78780 -2.56215 4.08617 -0.4370 0.1577 0.0672
H -11.50487 -2.62862 -7.87787 0.0626 -0.0029 0.0184
H -0.32180 -0.49927 -1.18473 0.1609 0.1276 -0.3625
H 1.16881 -2.55278 5.93752 -0.6385 0.3030 -0.2760
H 1.05295 -0.10237 6.70692 -0.3491 0.1906 -0.1941
H -1.10836 6.63296 4.69116 0.0805 -0.0312 -0.0358
H 0.53512 4.50298 0.74959 0.2995 -0.0424 -0.0262
H 2.52526 0.33087 -0.64214 -0.5576 -0.2241 0.6406
H 3.42638 3.98387 1.57944 0.1053 -0.3337 -0.5810
H -0.58713 1.41280 -0.04692 0.1363 0.1885 0.2758
H -0.49771 0.01183 -3.80319 0.1320 -0.3149 0.1352
H 5.50785 0.20934 5.07088 0.1971 0.1930 -0.1012
H -2.29581 -0.66629 -2.26129 0.2220 -0.3411 -0.1394
H 2.19863 2.91244 3.05732 -0.2045 -0.6099 -0.2051
H -2.86874 -0.96900 -3.89201 0.1573 -0.0726 0.2946
```
Forces are in eV/Å.

Output
Total charge: +1
LUMO level: -3.91 eV
Energy relative to the best compared isomer or geometry (same formula, charge and spin): 2.626 eV

(2)
This record from the OMol25 dataset describes a structure of composition C23H33LuNOP2 in a non-equilibrium geometry. The level of theory is wB97M-V/def2-TZVPD.

The geometry in XYZ format:
```
61
Properties=species:S:1:pos:R:3:forces:R:3
Lu -0.54510 0.33190 -0.41233 -0.0599 0.8694 0.3427
P 2.11874 1.07721 -1.09559 1.3362 0.9453 -1.1702
P -0.67258 1.96410 1.88975 -0.5947 1.1252 -0.0544
O 0.47242 -1.11621 1.13769 0.1378 -0.7271 0.5135
N -0.85986 2.38369 -1.32415 -0.5276 0.3216 -0.5092
C 0.68551 2.53091 2.94092 0.3687 -0.1102 0.2757
C -2.50012 3.26359 0.26594 -0.1150 -0.1600 0.2936
C 1.58701 -1.97649 0.67043 0.4732 0.6440 0.9026
C 0.85574 -2.72928 2.91622 0.3415 0.6687 0.0813
C 1.71116 -3.12050 1.68951 -1.2242 -0.9500 -0.7822
C 3.56205 1.58565 -0.07811 0.0954 -0.1399 0.8351
C -2.18865 2.69257 -0.99017 0.2568 -0.4191 -0.7767
C -4.58939 2.58271 -1.53238 0.6482 0.3706 0.4402
C 3.00860 0.07427 -2.35003 -0.1589 -0.6488 -0.1577
C -1.19905 1.83437 -5.00632 0.0401 0.5971 1.1388
C 0.04892 -1.47936 2.51562 -0.0405 -0.0947 -0.5389
C -0.54380 2.32578 -2.68624 -0.0020 -0.1842 0.1959
C -2.86134 1.74578 -3.13348 0.0270 -0.0237 -0.2543
C -1.38448 3.56157 1.24931 0.1881 0.0232 -0.2090
C 1.90487 2.64799 -2.08608 -0.3320 0.0296 0.4170
C 0.80974 2.43607 -3.10017 -0.2451 0.5101 -0.3580
C 0.10282 2.09341 -5.38625 -0.4761 0.0426 -1.3353
C -3.83858 3.50527 0.58392 0.8999 -0.1233 0.0266
C -1.94124 1.51506 3.10462 -0.1343 -0.2524 0.4101
C 1.09353 2.40586 -4.46955 0.1328 -0.2109 1.0783
C -1.56389 1.99620 -3.63425 0.8794 -0.0700 -0.7527
C -3.24150 2.36162 -1.91871 -0.1427 -0.1030 1.0111
C -4.85794 3.16212 -0.29878 -0.6677 0.1003 -0.6182
H -2.91484 1.38620 2.62474 0.0961 0.0067 -0.0321
H -1.03883 -1.65649 2.47347 0.4130 -0.0254 -0.0171
H 2.52583 -1.36860 0.69197 -0.8045 -0.2483 -0.0832
H 0.34706 2.11043 -6.45955 -0.0890 -0.1633 0.5915
H 1.21729 1.64947 3.31223 0.0872 0.1861 0.0502
H 2.11049 2.60801 -4.79921 -0.1765 -0.0772 0.0071
H 3.92639 0.52399 -2.75136 -0.2748 0.2238 0.3428
H 4.45832 1.86034 -0.65070 -0.4314 -0.1399 -0.1641
H 3.31389 2.44215 0.55948 -0.0818 -0.1449 -0.0820
H -0.55848 4.08846 0.73722 -0.3201 -0.1629 0.1933
H -1.98131 1.62308 -5.72168 0.0919 -0.1110 -0.1092
H -1.73360 4.18131 2.09692 0.1166 -0.2968 -0.3903
H -0.35515 -0.77435 -1.87408 0.6037 -0.5915 -0.9277
H 1.53175 -2.45070 3.73253 -0.2160 -0.1306 -0.0710
H 1.37927 -4.09668 1.25057 0.0986 0.9121 0.3240
H -2.03251 2.28659 3.87726 0.0084 -0.1229 -0.1002
H 1.63897 3.42260 -1.34757 -0.0683 -0.1500 -0.2801
H 0.21097 -3.52787 3.28370 0.0735 0.0432 -0.2062
H 0.22213 -0.63416 3.20851 0.1264 -0.2946 -0.5691
H 2.72992 -3.26917 1.98078 0.6113 0.0137 0.1060
H -5.38338 2.35988 -2.23283 -0.0308 -0.0558 0.0598
H 3.28574 -0.89000 -1.91306 -0.0329 0.0391 -0.0306
H 3.84600 0.76205 0.59187 -0.0174 0.1749 -0.1041
H -1.51877 0.09990 -2.14804 -0.8404 -0.3640 0.4287
H 1.38629 3.14885 2.37112 -0.0896 -0.1408 0.0399
H 0.31798 3.10639 3.79698 0.0301 -0.0506 -0.1472
H -1.66246 0.56794 3.57777 -0.1726 0.1649 0.0561
H -3.63507 1.33556 -3.80372 0.4583 0.2156 0.4036
H -4.05891 3.98879 1.53297 -0.0896 -0.0853 -0.1558
H -5.88535 3.42943 -0.03850 0.3068 -0.2541 -0.0753
H 1.37099 -2.25637 -0.36226 -0.0875 -0.0895 0.1929
H 2.34883 -0.14161 -3.19532 -0.0614 0.0403 0.1510
H 2.85390 2.95843 -2.55720 -0.3417 -0.3513 0.1523
```
Forces are in eV/Å.

Output
Total charge: +1
LUMO level (spin up / spin down): -3.44 / -3.21 eV
Energy relative to the best compared isomer or geometry (same formula, charge and spin): 0.000 eV

(3)
This record from the OMol25 dataset describes the molecule C23H33N3O2. The level of theory is wB97M-V/def2-TZVPD.

The geometry in XYZ format:
```
61
Properties=species:S:1:pos:R:3:forces:R:3
O 1.71476 1.70488 0.99158 -0.2480 0.1801 -0.0507
O 2.87689 -0.08149 0.30843 0.1485 -0.0211 0.0420
N -6.38624 -2.99649 2.27799 0.1281 -0.7010 -0.4687
N -5.56554 -2.20660 2.96066 -0.3776 0.2401 0.3193
N -1.26585 -1.14743 0.84264 0.0367 -0.0955 0.0418
C -1.92444 -1.81270 1.95055 -0.2905 0.0789 -0.0729
C 1.10147 0.89528 -2.09526 0.0094 0.1394 0.1271
C 2.58421 1.27963 3.22690 -0.0961 0.0824 -0.3918
C -1.07452 0.27174 1.07455 -0.1807 0.1656 -0.1765
C 3.04831 2.56774 -1.97397 -0.1670 0.0564 -0.0727
C 2.74891 2.03726 1.91722 0.5054 -0.0165 0.3464
C -3.43114 -1.55257 1.94406 0.1764 -0.2239 0.2137
C -0.58470 0.95849 -0.19684 0.1036 0.0392 0.2675
C 5.22881 0.53893 -5.05815 0.0607 -0.0748 -0.0790
C -6.22733 -1.18995 3.54880 -0.1972 0.0311 0.0311
C 0.00247 -1.75942 0.49355 0.0370 -0.1058 -0.2699
C -4.14945 -2.44558 2.95937 0.5657 0.1540 -0.2609
C 1.88924 0.60710 0.24814 -0.1123 -0.1818 -0.0872
C 1.53606 2.36283 -2.15300 0.0306 -0.0873 -0.0043
C 5.13069 -0.01888 -3.79530 0.0468 -0.0820 -0.0364
C 3.83325 1.86718 -3.04602 0.0963 0.0564 0.1184
C -7.55702 -1.34091 3.23191 0.0794 0.0996 0.0531
C 0.72693 0.34830 -0.69901 -0.1414 -0.1383 -0.2763
C -7.59439 -2.49092 2.43261 0.0545 0.1809 0.1090
C 4.63192 1.76144 -5.31643 -0.0062 0.0328 -0.1112
C 0.52997 -1.17045 -0.81033 0.1750 -0.0148 0.3251
C 3.93843 2.41895 -4.31673 -0.0094 -0.0125 0.0298
C 4.43763 0.64129 -2.79527 0.0494 0.0335 0.0038
H 3.36225 2.19746 -0.99953 0.0864 0.0710 0.0538
H 1.25687 2.76569 -3.12924 -0.0265 0.0686 0.0381
H -0.35488 0.44694 1.89552 -0.0721 -0.0184 0.0251
H 4.36460 0.20205 -1.81019 -0.0297 -0.0269 0.1173
H -1.34144 0.82508 -0.97171 -0.0098 0.0144 -0.0524
H 1.48067 -1.64365 -1.05859 -0.0134 0.0233 -0.0743
H -1.76460 -2.88795 1.83605 0.0485 0.0037 0.0410
H -1.49626 -1.51328 2.92498 0.0434 -0.0713 -0.0240
H -3.64113 -0.50807 2.17942 -0.0501 0.0339 -0.0231
H 0.75515 -1.62012 1.29141 -0.0169 -0.0645 0.0183
H 4.70813 2.20357 -6.29946 0.0113 0.0341 -0.0715
H 3.35027 1.59397 3.92985 0.0789 0.0289 0.1006
H 5.77036 0.02459 -5.83857 0.0426 -0.0365 -0.0572
H -5.72125 -0.45608 4.14367 0.1276 0.1344 0.1121
H 2.65952 3.11482 2.07084 0.0217 -0.1232 -0.0633
H -3.75419 -2.26391 3.96403 -0.0823 -0.0934 -0.0546
H 1.60506 1.47827 3.65718 -0.0593 0.0138 0.0790
H 3.25533 3.64052 -2.00924 0.0405 -0.0248 0.0733
H 5.59543 -0.97168 -3.58706 0.0401 -0.0749 0.0165
H -2.03003 0.71188 1.36529 0.0585 0.0268 0.0558
H -0.46898 2.02410 -0.00274 -0.0438 0.0209 -0.0640
H -0.15475 -2.83282 0.36215 0.0440 0.0319 0.0684
H -3.81639 -1.75804 0.94496 -0.0360 0.0169 -0.0079
H -4.00285 -3.49672 2.70184 -0.0413 0.0907 0.1154
H 1.00832 2.94188 -1.39394 -0.0726 0.0868 -0.0394
H 0.22381 0.76017 -2.73129 -0.0066 -0.1060 0.0255
H -0.18687 -1.37645 -1.60569 -0.0270 0.0226 -0.0625
H 3.47626 3.37475 -4.52170 -0.0498 0.1132 -0.0185
H 2.68611 0.21112 3.05165 0.0148 -0.0722 0.0327
H -8.44166 -2.96240 1.97600 -0.1402 -0.1281 -0.1096
H 1.90050 0.27558 -2.50701 -0.0829 -0.0849 -0.0496
H -8.37776 -0.72207 3.53119 -0.1195 0.1440 0.0885
H 3.72064 1.80351 1.46898 -0.1554 0.1300 0.0407
```
Forces are in eV/Å.

Output
SMILES: CCOC(=O)C1(CCCc2ccccc2)CCN(CCCn2cccn2)CC1
LUMO level: 0.75 eV
Energy relative to the best compared isomer or geometry (same formula, charge and spin): 2.348 eV

| no. | DFT total energy (eV) |
| --- | --- |
| 1 | -1572826.470 |
| 2 | -80114.980 |
| 3 | -32952.371 |